# 1
Molecular formula: C41H37N7ORuSe
Method: DFT, ωB97M-V/def2-TZVPD

For the electronic energy, the calculation gives -4539.26207 a.u. Its orbital gap (spin up / spin down) is 6.23 / 6.30 eV. For the relative energy (zero: lowest compared OMol25 entry of this formula, charge and spin), the calculation gives 1.984 eV. Its LUMO energy (spin up / spin down) is -3.277 / -3.250 eV.

The geometry in ORCA input format:
```
! RIJCOSX wB97M-V def2-TZVPD def2/J DEFGRID3
* xyz 1 2
Ru -0.96050 -0.45185 1.02181
Se -2.47137 -2.43697 0.82095
O 3.08904 -1.10394 -3.39123
N -0.88626 1.77304 2.01570
N 0.94453 0.73483 -0.07189
N -6.31022 -3.61030 -1.61842
N 3.36786 1.04497 -4.06924
N -1.94806 -0.49206 3.08917
N 0.47081 -1.24249 2.42405
N 0.40522 -2.02722 -0.06063
C 3.00159 0.09758 -3.18180
C 2.61257 -2.17370 2.86293
C -2.54612 0.32779 -1.47883
C 1.58935 -1.84242 1.98699
C -1.90242 2.48701 1.49935
C 2.45060 -1.92514 4.21621
C -5.45818 -4.52106 -1.16146
C 2.58173 0.56240 -1.80714
C -3.55302 2.47374 -1.88678
C 4.01567 0.59828 -5.30395
C 1.22178 -3.16299 -1.98359
C -4.90263 -1.89956 -0.72057
C 5.50995 0.35851 -5.11607
C -3.27101 1.18004 -2.30192
C 1.25027 -1.40577 4.66334
C -1.08022 -0.62178 4.10738
C 0.26189 -1.08275 3.74067
C 1.57404 -2.22462 0.56741
C -4.02607 -2.86204 -0.23412
C 2.45485 -3.32436 -1.36978
C 4.27106 3.34541 -3.66664
C -1.49186 -0.37145 5.41497
C -3.11482 2.89995 -0.64650
C 2.63244 -2.84800 -0.08607
C 3.59040 0.89396 -0.90837
C -2.45982 3.55344 2.20830
C -0.36716 2.14273 3.18797
C -4.30016 -4.20146 -0.46672
C -2.08564 0.73338 -0.22597
C -3.20931 -0.15029 3.32599
C 3.05424 2.46142 -3.91729
C 1.92087 1.05812 0.77669
C -6.03154 -2.33081 -1.40537
C -2.79851 -0.00494 5.66167
C 3.25094 1.16421 0.40517
C -2.38807 2.04437 0.18390
C 1.27671 0.50886 -1.34480
C -0.84942 3.19999 3.93141
C 0.23152 -2.49360 -1.29231
C -3.68361 0.10860 4.59708
C -1.93833 3.90574 3.43622
H 2.55402 2.79204 -4.83087
H 3.94953 4.38251 -3.57146
H -2.37291 4.71855 4.00265
H 1.62862 1.24814 1.79782
H -0.79754 -0.48019 6.23553
H 0.47137 1.56472 3.55946
H 5.95964 0.06585 -6.06459
H -4.72012 -0.84439 -0.56778
H 4.97657 3.28545 -4.49430
H 1.07694 -1.26244 5.71929
H 6.01585 1.25411 -4.75773
H -3.63408 -4.97589 -0.10910
H 3.54239 -0.33684 -5.60057
H 5.67052 -0.44619 -4.39887
H 2.34834 2.57115 -3.09617
H -3.13202 0.18309 6.67299
H -4.72163 0.36169 4.75421
H -3.60961 0.83507 -3.27111
H 3.83221 1.34864 -6.07284
H -3.31120 4.08158 1.80469
H 3.58693 -2.96307 0.40773
H -3.85651 -0.10452 2.45870
H 4.78294 3.05923 -2.74721
H 0.45441 0.29572 -2.01984
H 3.25944 -3.82648 -1.88730
H -0.38727 3.46149 4.87287
H 3.99871 1.43876 1.13634
H -0.75089 -2.34327 -1.72250
H -5.71335 -5.55661 -1.35595
H 1.03990 -3.53370 -2.98105
H -4.10363 3.14691 -2.53004
H 3.51752 -2.63839 2.50155
H -3.31345 3.91738 -0.33246
H -6.74829 -1.61451 -1.79273
H -2.34184 -0.68005 -1.82462
H 4.62095 0.93144 -1.23953
H 3.23198 -2.18375 4.91694
*
```

Here are the Löwdin charges for atoms 1 to 2, given in e: 1.030, 0.774

# 2
Molecular formula: C41H38BaGeN4Si
Method: DFT, ωB97M-V/def2-TZVPD

For the electronic energy, the calculation gives -4195.90753 a.u. Its orbital gap (spin up / spin down) is 7.57 / 6.51 eV. For the relative energy (zero: lowest compared OMol25 entry of this formula, charge and spin), the calculation gives 0.099 eV. Its LUMO energy (spin up / spin down) is -2.636 / -3.999 eV.

The geometry in ORCA input format:
```
! RIJCOSX wB97M-V def2-TZVPD def2/J DEFGRID3
* xyz 1 2
Ba -0.29265 -0.08935 -0.20103
Ge -1.46539 2.88723 -1.29857
Si -2.82740 -4.93284 -1.59642
N -0.14430 -0.03832 2.49193
N 0.13010 1.12850 7.40892
N 2.36649 0.20234 -0.92024
N -1.03271 -0.77050 7.53312
C 0.43512 0.94213 3.19849
C 1.67924 4.03495 -3.91231
C 0.58444 4.60736 3.40693
C -2.94566 -6.03424 -0.08266
C -1.91760 -3.39538 -1.13535
C -0.80305 -0.98353 3.17168
C -0.41344 3.88976 1.28983
C 0.17759 5.90057 -3.74275
C -0.56532 4.31326 2.63570
C -0.24087 1.07028 11.09152
C -0.63040 5.17173 -2.88205
C -0.88693 -0.33414 8.83029
C 0.17594 1.57806 9.88154
C 5.82995 0.58076 -0.88360
C -2.96724 4.12053 2.44236
C 7.11670 0.73883 -1.36463
C -0.40190 0.14648 6.73247
C 4.77738 0.45836 -1.79197
C -4.54462 -4.46557 -2.18752
C -0.32871 0.04636 5.27725
C 0.86943 3.30889 -3.05093
C 6.29693 0.64983 -3.63344
C -0.97353 -0.12724 11.17412
C -0.15448 0.85988 8.73011
C 1.83729 4.48563 2.87514
C -0.29243 3.86725 -2.52427
C 1.33414 5.33319 -4.25847
C -1.86587 4.42064 3.18867
C 0.37008 1.02479 4.57108
C 0.89964 3.78505 0.76667
C 1.99382 4.07186 1.53694
C -1.31060 -0.85183 10.05064
C 3.44400 0.30619 -1.30830
C 5.00423 0.49066 -3.16921
C 7.34757 0.77397 -2.73364
C -1.58057 3.58314 0.52049
C -1.88923 -5.80850 -2.96256
C -0.92218 -0.98194 4.54790
C -3.22943 2.53265 -2.07936
C -1.31460 -2.37217 -0.83030
C -2.81886 3.69028 1.10759
H 7.94174 0.83313 -0.67254
H -5.09678 -3.94298 -1.40484
H 4.17624 0.38660 -3.85716
H -0.09566 6.91284 -4.00944
H 2.57888 3.58789 -4.31549
H -0.00227 1.59934 12.00406
H -1.95213 -6.29692 0.28380
H 0.45188 4.92961 4.43296
H 1.96385 5.90180 -4.92952
H -1.87367 -1.77271 10.12109
H -3.87259 1.95346 -1.41899
H -1.25907 -1.77532 2.58374
H -0.88268 -6.07274 -2.63508
H -1.47756 -1.77941 5.02126
H -3.47798 -6.95973 -0.31081
H 0.74050 2.49753 9.81232
H 0.98025 1.68913 2.63396
H 6.48725 0.67408 -4.69729
H -2.39962 -6.72565 -3.26304
H -3.71124 3.45500 0.53883
H -1.27960 -0.48847 12.14647
H 2.98614 3.99788 1.11114
H 1.04424 3.50576 -0.27019
H -4.49000 -3.80704 -3.05578
H -1.96811 4.74657 4.21660
H 5.63459 0.54948 0.17948
H -3.47913 -5.52812 0.72359
H -1.50546 -1.60659 7.24047
H -1.52681 5.63538 -2.48492
H 2.70856 4.71609 3.47328
H -3.72162 3.48454 -2.29166
H 8.35660 0.89696 -3.10298
H -3.10955 1.99963 -3.02062
H -3.95825 4.21374 2.86580
H 0.85044 1.83140 5.10463
H -5.11631 -5.35146 -2.47080
H -1.79835 -5.16881 -3.84172
H 1.15593 2.29450 -2.78811
*
```

Here are the Löwdin charges for atoms 1 to 2, given in e: 1.573, 0.934